[1]
The following is a quantum chemistry calculation of a cluster of 2 separate species, CH7NO in total in a non-equilibrium geometry, from the Open Molecules 2025 dataset.

ORCA input file:
```
! wB97M-V def2-TZVPD RIJCOSX def2/J DEFGRID3
* xyz 0 1
C -1.409 -0.462 -0.062
H 3.193 -0.809 0.241
H 1.835 0.012 0.185
H -0.546 1.181 -0.867
H -0.302 1.391 0.788
H -1.491 -0.905 1.017
H -2.317 0.133 -0.461
H -1.201 -1.198 -0.721
N -0.520 0.652 0.001
O 2.758 0.007 -0.121
*
```

## Properties
ΔE to the lowest compared entry with this formula, charge and spin (kcal per mole): 26.5
SMILES string: CN.O
E_LUMO (eV): 0.99
HOMO-LUMO gap (eV): 9.84
M (g/mol): 49.1

***

[2]
The following is a quantum chemistry calculation of an isolated molecule of C3H8N2O in a non-equilibrium geometry, from the Open Molecules 2025 dataset.

ORCA input file:
```
! wB97M-V def2-TZVPD RIJCOSX def2/J DEFGRID3
* xyz 0 1
C -2.402 0.176 0.288
C 0.741 0.229 -0.142
C 2.090 -0.432 0.056
H -2.729 -0.678 0.916
H -3.303 0.628 -0.258
H -1.867 0.967 0.856
H -0.041 -1.571 -0.712
H 2.773 0.284 0.667
H 2.657 -0.715 -0.885
H 1.978 -1.363 0.648
H 1.381 1.972 -0.243
N -0.296 -0.737 -0.163
N 0.512 1.473 -0.307
O -1.492 -0.234 -0.722
*
```

## Properties
ΔE to the lowest compared entry with this formula, charge and spin (kcal per mole): 73.0
SMILES string: [H]/N=C(\C)NOC
E_LUMO (eV): 0.90
HOMO-LUMO gap (eV): 10.36
M (g/mol): 88.1

***

[3]
The following is a quantum chemistry calculation of a cluster of 2 separate species, C4H7N4O2 in total in a non-equilibrium geometry, from the Open Molecules 2025 dataset.

ORCA input file:
```
! wB97M-V def2-TZVPD RIJCOSX def2/J DEFGRID3
* xyz 1 1
C -0.972 0.886 0.115
C 1.794 -0.817 0.110
C -2.344 -0.129 -1.303
C 2.405 0.528 0.141
N -1.768 0.536 1.022
N -2.705 -0.350 0.815
N -1.543 0.879 -1.153
N -2.635 -0.953 -0.436
O 2.493 -1.874 0.211
O 0.578 -0.811 0.064
H -0.037 1.319 0.359
H 1.987 1.178 -0.604
H 3.445 0.595 -0.087
H 2.050 0.806 1.100
H -1.274 1.574 -1.851
H -3.406 -0.711 1.423
H 1.932 -2.655 0.077
*
```

## Properties
ΔE to the lowest compared entry with this formula, charge and spin (kcal per mole): 68.7
E_LUMO (alpha / beta) (eV): -6.08 / -5.92
HOMO-LUMO gap (alpha / beta) (eV): 7.84 / 7.84
M (g/mol): 143.1

***

[4]
The following is a quantum chemistry calculation of a structure of composition C25H45LuN2OP3Se in a non-equilibrium geometry, from the Open Molecules 2025 dataset.

ORCA input file:
```
! wB97M-V def2-TZVPD RIJCOSX def2/J DEFGRID3
* xyz 3 1
Lu 0.595 -0.052 0.371
P -2.467 -0.633 -0.389
P 0.839 -2.450 -1.065
P -0.516 2.547 0.214
H 6.825 1.900 -5.464
C 6.920 2.724 -4.730
C 7.355 2.546 -3.480
H 7.806 1.619 -3.108
C -3.470 -0.375 -1.867
C -2.524 -2.396 -0.018
C -3.256 0.225 0.989
C 2.617 -2.481 -1.522
C 0.564 -4.135 -0.405
C 0.046 -2.563 -2.717
C 0.922 3.685 0.090
C -1.545 3.346 1.503
C -1.436 2.998 -1.307
H 6.683 3.727 -5.138
H 7.305 3.367 -2.754
H -4.494 -0.740 -1.709
H -3.037 -0.923 -2.712
H -3.510 0.690 -2.126
H -3.582 -2.697 0.046
H -2.031 -2.605 0.950
H -2.044 -2.988 -0.815
H -4.258 0.596 0.702
H -2.649 1.093 1.302
H -3.381 -0.435 1.866
H 2.907 -3.495 -1.840
H 3.207 -2.187 -0.639
H 2.819 -1.767 -2.335
H 0.517 -4.863 -1.229
H -0.388 -4.143 0.141
H 1.366 -4.421 0.287
H 0.355 -3.493 -3.215
H 0.352 -1.705 -3.330
H -1.049 -2.553 -2.633
H 0.641 4.711 0.372
H 1.323 3.683 -0.934
H 1.695 3.316 0.778
H -1.285 4.412 1.572
H -1.342 2.859 2.467
H -2.612 3.247 1.257
H -1.422 4.090 -1.440
H -2.478 2.651 -1.247
H -0.944 2.518 -2.164
C 2.552 1.193 -1.962
C 2.133 1.226 -3.302
C 2.803 2.062 -4.182
C 3.859 2.861 -3.751
C 4.412 2.581 -2.494
C 3.779 1.734 -1.606
O 1.736 0.710 -1.028
H -1.016 -0.189 -0.984
H 1.238 0.680 -3.575
H 2.473 2.099 -5.214
H 4.289 3.656 -4.382
H 5.375 3.012 -2.256
H 4.163 1.546 -0.600
C -1.644 0.807 4.625
N -1.582 -0.585 4.182
C -0.579 -1.129 3.453
Se 1.065 -0.287 3.079
N -0.941 -2.444 3.247
C -2.077 -2.754 3.996
C -2.904 -3.862 3.975
C -4.134 -3.766 4.644
C -4.537 -2.560 5.264
C -3.710 -1.421 5.215
C -2.472 -1.576 4.602
H -0.641 1.241 4.562
H -1.987 0.813 5.658
H -2.333 1.392 4.007
H -0.337 -3.114 2.754
H -2.590 -4.774 3.462
H -4.809 -4.618 4.687
H -5.511 -2.529 5.767
H -4.011 -0.458 5.585
*
```

## Properties
ΔE to the lowest compared entry with this formula, charge and spin (kcal per mole): 28.6
E_LUMO (eV): -10.29
HOMO-LUMO gap (eV): 4.17
M (g/mol): 736.5

***

[5]
The following is a quantum chemistry calculation of a structure of composition BeH10O9S in a non-equilibrium geometry, from the Open Molecules 2025 dataset.

ORCA input file:
```
! wB97M-V def2-TZVPD RIJCOSX def2/J DEFGRID3
* xyz 0 1
Be -0.403 0.128 0.449
S 0.969 -1.960 -1.094
O 0.058 -2.654 -1.911
O 1.752 -2.855 -0.305
O 1.788 -1.088 -1.933
O 0.317 -1.024 -0.172
O 2.075 0.180 1.778
H 2.730 0.795 1.614
H 1.664 0.267 2.632
O -2.038 0.127 -0.104
H -2.874 0.416 0.215
H -2.170 0.082 -1.042
O -0.872 0.561 -2.480
H -0.376 1.386 -2.635
H -1.488 0.357 -3.224
O -0.707 -0.250 2.059
H -0.973 0.527 2.597
H -0.644 -1.034 2.624
O 0.196 1.672 0.269
H -0.090 2.592 0.496
H 1.096 1.765 0.163
*
```

## Properties
ΔE to the lowest compared entry with this formula, charge and spin (kcal per mole): 31.3
E_LUMO (eV): -1.68
HOMO-LUMO gap (eV): 4.45
M (g/mol): 195.2

***

[6]
The following is a quantum chemistry calculation of a cluster of 2 separate species, FNO4S in total in a non-equilibrium geometry, from the Open Molecules 2025 dataset.

ORCA input file:
```
! wB97M-V def2-TZVPD RIJCOSX def2/J DEFGRID3
* xyz 0 1
N -1.526 0.503 0.325
O -1.328 0.053 -0.694
O -2.067 1.359 0.823
O 1.437 0.587 -0.467
O 2.657 -1.312 -1.220
F -0.955 -0.429 1.463
S 1.781 -0.761 -0.230
*
```

## Properties
ΔE to the lowest compared entry with this formula, charge and spin (kcal per mole): 34.0
E_LUMO (eV): -1.10
HOMO-LUMO gap (eV): 11.01
M (g/mol): 129.1

***

[7]
The following is a quantum chemistry calculation of a structure of composition C21H24ClN3O8P2Pt, from the Open Molecules 2025 dataset.

ORCA input file:
```
! wB97M-V def2-TZVPD RIJCOSX def2/J DEFGRID3
* xyz 2 5
Pt -0.535 -0.055 0.574
Cl 4.922 0.291 5.433
C 3.475 0.147 4.569
C 2.464 -0.735 5.029
C 1.276 -0.793 4.382
C 1.008 -0.001 3.203
O -0.155 -0.006 2.733
C 2.100 0.823 2.691
C 1.992 1.606 1.492
N 1.017 1.587 0.665
C 0.961 2.381 -0.481
C 2.022 3.015 -1.088
C 1.806 3.860 -2.186
C 0.543 4.092 -2.662
C -0.563 3.415 -2.098
C -1.889 3.563 -2.555
C -2.890 2.834 -1.970
C -2.571 1.926 -0.953
N -1.339 1.764 -0.515
C -0.333 2.518 -1.032
C 3.277 0.896 3.407
H 2.648 -1.354 5.897
H 0.481 -1.447 4.716
H 2.823 2.284 1.303
H 3.032 2.844 -0.745
H 2.652 4.342 -2.655
H 0.370 4.778 -3.481
H -2.105 4.252 -3.362
H -3.918 2.929 -2.289
H -3.340 1.327 -0.490
H 4.076 1.541 3.063
N 1.575 -3.234 -2.640
C 0.942 -2.120 -1.856
C 0.389 -1.052 -2.790
P -0.442 -2.979 -0.974
O 0.460 -3.997 -0.117
O -1.240 -3.669 -2.003
O -1.188 -2.011 -0.059
P 2.119 -1.360 -0.636
O 3.132 -2.608 -0.536
O 2.721 -0.133 -1.186
O 1.388 -1.240 0.705
H 0.816 -3.778 -3.078
H 2.079 -3.837 -1.979
H 2.234 -2.902 -3.345
H -0.304 -1.474 -3.519
H 1.196 -0.514 -3.289
H -0.161 -0.318 -2.195
H -0.049 -4.752 0.222
H 3.709 -2.575 0.243
C -3.960 -1.315 -0.379
C -3.748 -0.714 0.970
C -4.862 -0.837 1.963
O -2.724 -0.119 1.309
H -5.004 -1.267 -0.678
H -3.685 -2.372 -0.317
H -3.313 -0.871 -1.132
H -5.725 -1.348 1.549
H -5.156 0.154 2.314
H -4.504 -1.380 2.840
*
```

## Properties
<S²>: 6.0487
E_LUMO (alpha / beta) (eV): -6.44 / -8.60
HOMO-LUMO gap (alpha / beta) (eV): 7.61 / 5.65
M (g/mol): 738.9

***

Which of these has the lowest M? CH7NO